Molecular formula: C12H20F9N4S
Method: DFT, ωB97M-V with the def2-TZVPD basis set

Structure (XYZ):
```
46
Properties=species:S:1:pos:R:3
C 0.078 -3.027 3.853
C 0.220 -1.914 2.802
C -1.098 -1.574 2.096
C -1.025 -0.188 1.444
C -1.413 0.904 2.437
N -1.896 -0.073 0.244
C -2.880 0.799 -0.001
N -3.414 0.562 -1.190
N -2.760 -0.447 -1.713
N -1.843 -0.830 -0.869
C -0.899 -1.900 -1.230
C 0.556 -1.460 -1.273
C 0.878 -0.601 -2.500
C 2.303 -0.051 -2.470
C 2.582 1.176 -1.620
F 3.910 1.423 -1.672
F 2.301 0.931 -0.312
C 1.910 2.533 -2.134
F 1.531 2.327 -3.393
F 2.810 3.492 -2.116
S 0.406 3.243 -1.181
F 0.791 4.722 -1.498
F -0.538 3.200 -2.446
F -0.070 1.736 -0.838
F 1.283 3.259 0.136
F -0.822 3.748 -0.316
H -0.963 -3.298 4.015
H 0.484 -2.702 4.809
H 0.635 -3.916 3.565
H 0.959 -2.190 2.049
H 0.598 -1.009 3.283
H -1.915 -1.581 2.818
H -1.321 -2.352 1.371
H -0.007 0.019 1.123
H -2.478 0.883 2.659
H -0.883 0.697 3.363
H -1.112 1.890 2.089
H -3.177 1.582 0.676
H -1.066 -2.753 -0.579
H -1.223 -2.189 -2.229
H 0.859 -0.984 -0.346
H 1.145 -2.377 -1.343
H 0.799 -1.255 -3.371
H 0.142 0.182 -2.657
H 2.655 0.174 -3.473
H 2.972 -0.812 -2.062
```

The orbital gap is 11.073 eV. Its SMILES is CCC[C@H](C)n1cnn[n+]1CCCCC(F)(F)C(F)(F)S(F)(F)(F)(F)F. The charge is +1. The value obtained for the molar mass is 423.369 g mol⁻¹. Its spin multiplicity is 1. The value obtained for the energy relative to the best compared isomer or geometry (same formula, charge and spin) is 49.79 kcal/mol. The calculation puts the HOMO energy at -14.95 eV. Its LUMO energy is -0.1425 Eh.